Entry from the OMol25 dataset: a cluster of 16 separate species, C5H41BBrO20P in total (ωB97M-V with the def2-TZVPD basis set).

Atoms and positions in Å:
1 C 4.760 -2.615 0.769
2 P 3.493 -3.064 -0.496
3 O 4.359 -3.156 -1.924
4 C 2.391 -1.577 -0.762
5 C 2.178 -0.618 0.413
6 O 0.805 -0.661 0.795
7 C 0.383 -1.937 0.515
8 Br 1.196 -3.079 1.933
9 O -0.981 -2.005 0.597
10 B -1.552 -3.266 0.394
11 O -1.817 -3.701 -0.886
12 O -1.940 -4.035 1.453
13 C 0.932 -2.175 -0.870
14 H 4.649 -3.345 1.551
15 H 5.727 -2.724 0.297
16 H 4.636 -1.619 1.163
17 H 4.120 -4.034 -2.259
18 H 2.599 -1.047 -1.677
19 H 2.835 -0.748 1.262
20 H 2.327 0.416 0.127
21 H -1.277 -4.505 -0.995
22 H -1.312 -4.772 1.568
23 H 0.409 -1.589 -1.603
24 H 1.029 -3.221 -1.103
25 O -2.316 0.961 -0.167
26 H -2.093 0.052 0.066
27 H -1.504 1.456 0.005
28 O -2.860 -6.322 -1.078
29 H -3.395 -7.060 -1.391
30 H -3.322 -5.535 -1.388
31 O -3.097 3.952 -0.617
32 H -2.873 3.049 -0.368
33 H -2.277 4.437 -0.470
34 O 5.445 -2.731 -4.990
35 H 6.123 -3.413 -4.962
36 H 5.121 -2.673 -4.084
37 O -0.405 3.083 -1.246
38 H -0.817 2.769 -2.060
39 H 0.262 3.718 -1.537
40 O 0.610 3.638 1.449
41 H 0.227 3.303 0.630
42 H 1.239 4.304 1.145
43 O -3.545 3.072 -3.373
44 H -3.223 2.164 -3.330
45 H -3.711 3.298 -2.442
46 O -1.297 -7.388 1.250
47 H -0.545 -7.969 1.094
48 H -1.709 -7.275 0.383
49 O -5.090 1.536 -0.777
50 H -5.378 0.693 -1.141
51 H -4.170 1.389 -0.516
52 O -4.165 1.182 -5.438
53 H -4.037 2.088 -5.125
54 H -3.808 1.176 -6.331
55 O 2.693 4.338 -0.445
56 H 3.355 3.776 -0.028
57 H 3.176 5.132 -0.700
58 O -0.545 -1.001 4.000
59 H -0.862 -1.323 3.149
60 H 0.018 -0.253 3.776
61 O -2.376 6.441 1.293
62 H -2.491 6.315 2.241
63 H -3.217 6.162 0.912
64 O -0.069 4.572 4.232
65 H 0.040 4.359 3.295
66 H 0.792 4.904 4.506
67 O 1.872 5.393 6.517
68 H 2.442 5.329 7.289
69 H 1.043 4.986 6.797

Calculated values
Highest occupied orbital energy (eV): -8.92
Gap between HOMO and LUMO (eV): 8.70
Charge: 0
LUMO energy (Ha): -0.008

Results of the Mulliken charge analysis, in e, for atoms 1 through 4: -1.064 0.047 -0.449 0.322

Entry from the OMol25 dataset: a cluster of 15 separate species, C5H41NO14S in total (ωB97M-V with the def2-TZVPD basis set).

Atoms and positions in Å:
1 C -0.109 3.421 0.010
2 C -0.934 2.869 -1.148
3 C -2.279 3.514 -1.311
4 S -3.470 2.399 -2.403
5 C -0.655 2.803 1.339
6 N 0.367 2.337 2.223
7 C 0.675 0.948 2.022
8 H 0.992 3.055 -0.087
9 H -0.179 4.511 -0.085
10 H -0.386 2.834 -2.030
11 H -0.996 1.704 -1.049
12 H -2.280 4.451 -1.813
13 H -2.972 3.712 -0.379
14 H -3.359 1.247 -1.776
15 H -1.384 2.009 1.146
16 H -1.093 3.654 1.902
17 H 0.873 3.080 2.561
18 H 1.687 0.673 1.680
19 H 0.419 0.259 2.766
20 H 0.146 0.471 1.043
21 H 2.867 -0.140 2.003
22 H 4.130 -0.563 1.290
23 O 3.578 0.232 1.432
24 H 2.491 -2.517 2.589
25 H 1.998 -1.767 3.782
26 O 2.122 -1.559 2.826
27 H -2.361 0.266 2.806
28 H -1.971 -0.237 1.558
29 O -2.813 0.106 1.858
30 H -0.438 -2.259 1.818
31 H -0.990 -1.753 0.678
32 O -0.672 -1.434 1.608
33 H 2.321 -0.612 -2.476
34 H 3.521 -1.297 -1.669
35 O 3.254 -0.854 -2.570
36 H -2.663 -2.145 -1.620
37 H -1.624 -1.920 -2.853
38 O -2.144 -2.488 -2.306
39 H -3.398 -2.345 0.453
40 H -3.159 -0.694 0.617
41 O -3.336 -1.538 -0.118
42 H 3.498 1.654 0.201
43 H 4.213 2.667 -0.912
44 O 3.361 2.460 -0.360
45 H -1.861 -4.132 -0.342
46 H -0.853 -5.053 0.401
47 O -1.522 -4.299 0.488
48 H -0.678 1.494 4.149
49 H -0.394 0.013 4.551
50 O -1.129 0.680 4.499
51 H 1.580 -2.808 -2.865
52 H 0.238 -2.640 -2.237
53 O 1.037 -3.164 -2.133
54 H -1.682 1.170 -3.578
55 H -0.366 1.018 -2.478
56 O -0.836 0.534 -3.241
57 H 0.606 -1.399 -5.154
58 H 1.725 -1.619 -4.041
59 O 0.769 -1.509 -4.229
60 H 1.830 -3.903 0.172
61 H 2.134 -2.378 0.437
62 O 2.553 -3.219 0.357

Calculated values
Highest occupied orbital energy (eV): -8.55
Relative energy (zero: lowest compared OMol25 entry of this formula, charge and spin) (eV): 7.2007
Gap between HOMO and LUMO (eV): 8.15
Charge: 0
LUMO energy (Ha): -0.015

Results of the Mulliken charge analysis, in e, for atoms 1 through 4: -0.185 -0.361 -0.891 -0.285

Entry from the OMol25 dataset: a cluster of 14 separate species, C5H42N3O13 in total (ωB97M-V with the def2-TZVPD basis set).

Atoms and positions in Å:
1 N 2.338 0.785 -0.542
2 C 2.582 2.197 -0.955
3 C 1.240 2.854 -1.402
4 N 0.746 2.135 -2.521
5 C -0.419 1.073 -2.464
6 C -1.156 0.923 -1.180
7 N -0.309 -0.010 -0.246
8 C -0.010 -1.415 -0.801
9 H 1.484 0.588 0.088
10 H 2.103 0.195 -1.365
11 H 3.199 0.580 0.060
12 H 3.109 2.706 -0.054
13 H 3.221 2.144 -1.826
14 H 0.610 2.724 -0.400
15 H 1.291 3.948 -1.550
16 H 0.477 2.754 -3.329
17 H -1.235 1.586 -3.152
18 H -0.051 0.164 -2.894
19 H -1.080 2.022 -0.664
20 H -2.218 0.786 -1.229
21 H -0.764 -0.048 0.636
22 H 0.745 -2.026 -0.347
23 H 0.324 -1.433 -1.856
24 H -0.991 -1.909 -0.673
25 H -1.407 2.768 3.011
26 H -1.901 1.486 2.362
27 O -2.210 2.279 2.794
28 H 4.898 -0.409 0.382
29 H 3.812 -0.993 1.210
30 O 4.303 -0.185 1.138
31 H 0.354 -3.691 -3.285
32 H -0.774 -2.725 -3.241
33 O 0.139 -2.822 -3.112
34 H 2.385 -2.868 0.781
35 H 3.827 -3.064 0.575
36 O 3.140 -2.388 0.426
37 H 0.018 1.970 3.322
38 H 1.386 2.244 2.813
39 O 0.575 2.708 2.997
40 H 0.629 -2.332 2.865
41 H 1.714 -1.294 2.540
42 O 1.568 -2.246 2.583
43 H -0.401 -0.768 -5.378
44 H -1.792 -0.103 -4.940
45 O -0.927 -0.320 -4.676
46 H -0.645 0.244 5.029
47 H -1.875 0.938 4.640
48 O -1.147 0.421 4.255
49 H -3.892 -0.829 2.122
50 H -3.789 -1.770 0.926
51 O -3.582 -1.685 1.893
52 H -1.536 -1.843 3.677
53 H -1.934 -2.059 2.231
54 O -1.437 -2.424 2.943
55 H -3.700 1.827 2.054
56 H -4.906 1.231 1.351
57 O -4.048 1.051 1.635
58 H -4.462 -0.840 -1.088
59 H -3.213 -1.650 -1.521
60 O -3.616 -1.229 -0.783
61 H 4.004 0.237 -3.013
62 H 2.653 0.554 -3.602
63 O 3.150 -0.085 -3.206

Calculated values
Highest occupied orbital energy (eV): -11.72
Relative energy (zero: lowest compared OMol25 entry of this formula, charge and spin) (eV): 2.8145
Gap between HOMO and LUMO (eV): 9.37
Charge: +1
LUMO energy (Ha): -0.086

Results of the Mulliken charge analysis, in e, for atoms 1 through 4: 0.172 -0.777 -0.291 -0.213

Entry from the OMol25 dataset: a structure of composition C5H4AlO (ωB97M-V with the def2-TZVPD basis set).

Atoms and positions in Å:
1 C -1.508 -0.741 -0.194
2 H -1.815 -1.053 -1.196
3 H -2.541 1.016 0.868
4 H -2.232 -0.650 0.906
5 C -1.705 0.692 0.241
6 C -0.237 -0.169 -0.062
7 C 1.070 -0.219 0.048
8 C 2.328 -0.284 0.060
9 O 3.518 -0.380 0.006
10 Al 4.812 0.302 -0.165
11 H -1.689 1.487 -0.513

Calculated values
2S+1: 2
Highest occupied orbital energy (spin up / spin down) (eV): -17.59 / -17.55
Relative energy (zero: lowest compared OMol25 entry of this formula, charge and spin) (eV): 2.4141
Gap between HOMO and LUMO (spin up / spin down) (eV): 7.22 / 4.59
Charge: +2
LUMO energy (spin up / spin down) (Ha): -0.381 / -0.476

Results of the Mulliken charge analysis, in e, for atoms 1 through 4: -0.461 0.309 0.329 0.373

Entry from the OMol25 dataset: a structure of composition C5H4Br2N2O (ωB97M-V with the def2-TZVPD basis set).

Atoms and positions in Å:
1 C 0.619 0.173 1.383
2 C 1.392 0.144 0.133
3 C -0.337 -0.720 -1.522
4 C -1.570 0.161 0.350
5 C -0.677 0.261 1.439
6 N -1.038 -0.833 -0.529
7 N 2.412 0.265 -0.428
8 O 3.271 0.362 -1.220
9 Br 0.488 -2.185 -2.327
10 Br -0.025 0.940 -2.551
11 H 1.022 0.304 2.344
12 H -2.547 -0.234 0.761
13 H -1.862 0.998 -0.278
14 H -1.146 0.363 2.444

Calculated values
Highest occupied orbital energy (eV): -9.29
Relative energy (zero: lowest compared OMol25 entry of this formula, charge and spin) (eV): 2.5918
Gap between HOMO and LUMO (eV): 9.55
Charge: 0
LUMO energy (Ha): 0.010

Results of the Mulliken charge analysis, in e, for atoms 1 through 4: -0.638 0.375 0.167 -0.493

Entry from the OMol25 dataset: a structure of composition C5H4Br3N (ωB97M-V with the def2-TZVPD basis set).

Atoms and positions in Å:
1 C 0.729 0.610 0.013
2 C -0.573 1.182 0.016
3 C 0.599 -0.750 -0.064
4 C -1.387 0.111 -0.078
5 C -3.866 0.031 0.044
6 N -0.731 -1.055 -0.116
7 Br -4.197 -1.841 -0.048
8 Br -4.431 0.997 -1.493
9 Br -4.342 0.829 1.696
10 H 1.641 1.166 0.070
11 H -0.833 2.217 0.056
12 H 1.352 -1.514 -0.103
13 H -1.143 -1.975 -0.166

Calculated values
Highest occupied orbital energy (spin up / spin down) (eV): -8.56 / -8.56
Relative energy (zero: lowest compared OMol25 entry of this formula, charge and spin) (eV): 1.3876
Gap between HOMO and LUMO (spin up / spin down) (eV): 7.55 / 7.55
Charge: 0
LUMO energy (spin up / spin down) (Ha): -0.037 / -0.037

Results of the Mulliken charge analysis, in e, for atoms 1 through 4: -0.333 -0.581 -0.636 0.149

Entry from the OMol25 dataset: an isolated molecule of C5H4Cl2 (ωB97M-V with the def2-TZVPD basis set).

Atoms and positions in Å:
1 C -0.070 1.812 2.017
2 C -0.170 1.442 0.876
3 C -0.511 -0.579 -0.493
4 C 0.254 -1.352 0.483
5 C -0.107 0.935 -0.478
6 Cl 1.829 -1.801 0.173
7 Cl 1.556 1.117 -1.155
8 H -0.343 -0.940 -1.511
9 H -1.572 -0.621 -0.245
10 H -0.108 -1.507 1.486
11 H -0.759 1.494 -1.154

Calculated values
Highest occupied orbital energy (spin up / spin down) (eV): -8.17 / -8.17
Relative energy (zero: lowest compared OMol25 entry of this formula, charge and spin) (eV): 6.2787
Gap between HOMO and LUMO (spin up / spin down) (eV): 4.63 / 4.62
Charge: 0
LUMO energy (spin up / spin down) (Ha): -0.130 / -0.131

Results of the Mulliken charge analysis, in e, for atoms 1 through 4: -0.400 -0.312 -0.644 0.087

| no. | E (Ha) | maximum force (eV Å⁻¹) |
| --- | --- | --- |
| 1 | -4660.25159 | 2.11 |
| 2 | -1721.19826 | 6.03 |
| 3 | -1357.75517 | 4.88 |
| 4 | -509.54524 | 11.48 |
| 5 | -5525.54225 | 4.34 |
| 6 | -7969.57708 | 4.31 |
| 7 | -1113.04013 | 4.11 |